Here is a structure of composition CH13CdO9 in a non-equilibrium geometry from OMol25. Energies are from ωB97M-V/def2-TZVPD.

Element x y z (Å)
H  1.890  -1.044  1.833
H  0.705  2.288  2.073
O  -0.879  0.783  -2.223
O  -1.749  -1.186  0.094
H  -0.516  0.798  -3.097
O  1.093  1.494  1.698
H  1.211  -2.207  1.212
H  2.910  0.494  -0.869
H  -1.246  2.567  1.104
Cd  0.076  0.055  -0.056
H  2.042  0.411  -2.183
H  0.036  -2.065  -2.380
O  -1.159  2.070  0.286
O  1.715  -1.381  0.990
O  -0.964  -0.652  1.945
H  1.888  1.378  2.190
H  -3.635  -1.779  1.320
O  2.012  0.540  -1.240
H  1.453  -2.027  -1.811
H  -0.789  2.744  -0.285
C  -1.894  -1.134  1.318
O  -2.994  -1.476  1.938
H  -1.770  1.074  -2.212
O  0.565  -1.744  -1.646

Computed properties:
* energy: -890.639007 a.u.
* gap between HOMO and LUMO: 8.626 eV
* energy above the lowest of the compared OMol25 structures with the same formula, charge and spin: 0.000 eV
* total charge: +1

Formally, the Mulliken partial charges of the atoms, in units of the elementary charge, are as follows: number 1, H, carries 0.271; number 2, H, carries 0.247; number 3, O, carries -0.483; number 4, O, carries -0.752; number 5, H, carries 0.253; number 6, O, carries -0.445; number 7, H, carries 0.332; number 8, H, carries 0.280; number 9, H, carries 0.248; number 10, Cd, carries 1.430; number 11, H, carries 0.282; number 12, H, carries 0.239; number 13, O, carries -0.624; number 14, O, carries -0.598; number 15, O, carries -0.706; number 16, H, carries 0.248; number 17, H, carries 0.323; number 18, O, carries -0.532; number 19, H, carries 0.294; number 20, H, carries 0.345; number 21, C, carries 0.964; number 22, O, carries -0.440; number 23, H, carries 0.274; number 24, O, carries -0.448